(1)
{
  "formula": "C29H34N9O2RuS2",
  "method": "ωB97M-V/def2-TZVPD",
  "gap_ev": [5.471, 5.069],
  "spin_multiplicity": 2,
  "e_homo_ev": [-6.684, -6.350],
  "symbols": ["Ru", "N", "C", "S", "N", "N", "C", "C", "C", "C", "C", "C", "N", "H", "H", "H", "H", "H", "H", "H", "N", "C", "C", "C", "C", "C", "C", "S", "O", "O", "N", "C", "N", "C", "C", "C", "N", "H", "H", "H", "H", "H", "H", "H", "H", "H", "C", "C", "C", "C", "C", "C", "C", "C", "N", "C", "C", "C", "C", "H", "H", "H", "H", "H", "H", "H", "H", "H", "H", "H", "H", "H", "H", "H", "H", "H", "H"],
  "coordinates": [[0.28930, 0.62050, -0.20690], [0.53700, -3.00030, 2.29870], [0.54310, -1.75230, 1.74820], [-0.46520, -1.55670, 0.29820], [1.25680, -0.79320, 2.23140], [1.26010, 0.35900, 1.55340], [1.65410, 1.47550, 2.20030], [1.34950, 2.70060, 1.61520], [1.63720, 3.98150, 2.16940], [1.07960, 5.09940, 1.62100], [0.23650, 4.97170, 0.49800], [0.07010, 3.72140, -0.05750], [0.62300, 2.62690, 0.44400], [-0.27270, -3.54800, 2.05360], [0.85250, -3.07270, 3.25350], [2.09030, 1.37590, 3.18600], [2.28460, 4.04330, 3.03020], [1.25010, 6.07870, 2.04650], [-0.25100, 5.83000, 0.06860], [-0.52110, 3.58620, -0.95550], [-3.71540, 6.68650, -2.97630], [-3.46500, 5.41200, -2.53320], [-3.75420, 5.04940, -1.21150], [-3.43490, 3.79000, -0.74700], [-2.83660, 2.88060, -1.60090], [-2.53990, 3.21710, -2.90870], [-2.85030, 4.47830, -3.37490], [-2.45030, 1.25340, -0.99340], [-2.08890, 1.39300, 0.40480], [-3.52500, 0.35360, -1.28720], [-1.05030, 0.81380, -1.73310], [-1.14530, 0.02170, -2.81380], [-2.06930, 0.29910, -3.73910], [-2.15500, -0.51850, -4.76800], [-1.32440, -1.61760, -4.92010], [-0.37960, -1.79760, -3.91990], [-0.27890, -0.99590, -2.88270], [-4.37310, 7.23560, -2.45080], [-3.71820, 6.84180, -3.96990], [-4.23900, 5.76230, -0.56000], [-3.63180, 3.48990, 0.27120], [-2.07800, 2.47840, -3.54490], [-2.62900, 4.74880, -4.39790], [-2.92510, -0.27750, -5.49110], [-1.40010, -2.29580, -5.75370], [0.30960, -2.63490, -3.93880], [0.96400, 4.63970, -3.39850], [1.32510, 3.20510, -3.63100], [1.35090, 2.68620, -4.92320], [1.68270, 1.35490, -5.14650], [1.78170, 0.81470, -6.54440], [1.96900, 0.52660, -4.07790], [1.95270, 1.00990, -2.74910], [1.64030, 2.38030, -2.57710], [2.17610, 0.28550, -1.64130], [3.14840, -0.77430, -1.54810], [2.46230, -2.14540, -1.50890], [3.86290, -0.54420, -0.20380], [4.21950, -0.76150, -2.65080], [1.29030, 5.25810, -4.22930], [1.41540, 5.00830, -2.48220], [-0.11710, 4.73910, -3.31090], [1.11560, 3.32800, -5.75820], [1.35670, 1.50640, -7.26810], [1.27140, -0.14350, -6.62600], [2.83170, 0.65710, -6.79720], [2.13280, -0.52210, -4.26730], [1.73320, 2.78150, -1.58030], [1.65920, -2.13650, -0.77660], [3.17960, -2.91550, -1.24080], [2.02510, -2.38010, -2.47230], [3.13860, -0.55400, 0.60440], [4.36250, 0.42140, -0.21220], [4.59810, -1.32450, -0.03260], [3.88320, -1.26090, -3.55150], [5.09650, -1.29060, -2.29100], [4.50050, 0.25840, -2.89840]]
}

=====

(2)
{
  "formula": "C29H35BBrF5N9O4PRuS",
  "method": "ωB97M-V/def2-TZVPD",
  "gap_ev": [7.575, 6.429],
  "spin_multiplicity": 6,
  "e_homo_ev": [-10.100, -10.327],
  "total_charge": 1,
  "e_above_lowest_kj_mol": 0.0,
  "symbols": ["Ru", "C", "C", "C", "C", "C", "N", "N", "B", "N", "N", "C", "C", "C", "C", "C", "N", "N", "C", "C", "C", "C", "C", "H", "H", "H", "H", "H", "H", "H", "H", "H", "H", "H", "H", "H", "H", "H", "H", "H", "H", "H", "H", "H", "H", "Br", "C", "C", "C", "C", "C", "N", "C", "O", "O", "H", "H", "H", "N", "C", "P", "O", "O", "C", "N", "H", "H", "H", "H", "H", "H", "H", "H", "H", "H", "F", "C", "C", "F", "C", "F", "C", "S", "C", "F", "C", "F"],
  "coordinates": [[-0.24322, 0.32333, 0.15140], [-2.39786, -1.69435, 2.61947], [-1.32910, -2.39715, 1.84885], [-1.16710, -3.77993, 1.73400], [-0.10321, -3.96221, 0.87022], [0.47740, -5.23671, 0.35951], [0.33911, -2.74885, 0.50404], [-0.39976, -1.77591, 1.11530], [1.53390, -2.41087, -0.42255], [2.48819, -1.47055, 0.33385], [2.10041, -0.25203, 0.78915], [3.14552, 0.25420, 1.44382], [3.14411, 1.60617, 2.07727], [4.21506, -0.64449, 1.41911], [3.75970, -1.72863, 0.69555], [4.48723, -2.98216, 0.34203], [1.03760, -1.77105, -1.73557], [0.28710, -0.63879, -1.72345], [-0.02756, -0.33548, -2.98479], [-0.84308, 0.86061, -3.33542], [0.54306, -1.28404, -3.83040], [1.21195, -2.17417, -3.00481], [1.99213, -3.38906, -3.37770], [-3.38063, -1.99120, 2.24778], [-2.31422, -0.61561, 2.55311], [-2.35872, -1.97501, 3.67342], [-1.75907, -4.54714, 2.20475], [-0.08493, -6.07799, 0.75883], [1.52163, -5.35038, 0.65116], [0.43030, -5.27959, -0.72940], [2.10973, -3.41880, -0.68697], [2.17433, 2.08952, 1.96148], [3.88900, 2.24828, 1.60626], [3.43528, 1.54873, 3.13102], [5.19619, -0.51034, 1.84394], [5.48697, -2.95145, 0.77014], [4.58250, -3.09413, -0.73811], [3.97522, -3.86495, 0.72412], [-1.48463, 1.16427, -2.50930], [-1.46518, 0.64576, -4.20336], [-0.19543, 1.70488, -3.57805], [0.48139, -1.32132, -4.90485], [2.02192, -3.48274, -4.46094], [1.54116, -4.29352, -2.96727], [3.01652, -3.33275, -3.00997], [-2.12832, -2.96865, -1.91758], [-3.26217, -1.83402, -0.92043], [-4.57089, -2.25344, -0.70171], [-5.42347, -1.39876, -0.02842], [-4.94737, -0.16160, 0.38468], [-3.63155, 0.15163, 0.11246], [-2.78304, -0.67684, -0.51403], [-3.06302, 1.49838, 0.48995], [-3.75159, 2.25000, 1.19807], [-1.91691, 1.77325, 0.01794], [-4.89685, -3.21648, -1.06519], [-6.44871, -1.68884, 0.15878], [-5.56464, 0.55740, 0.90220], [1.17986, 0.46769, 4.32682], [0.68483, 1.88510, 4.45236], [-0.87355, 1.89085, 3.44897], [-2.02494, 1.67616, 4.36318], [-0.50314, 0.87130, 2.39352], [-1.11461, 3.54763, 2.68945], [-2.56537, 3.86895, 2.87625], [2.17451, 0.37291, 4.52392], [0.98621, 0.17502, 3.34546], [0.65674, -0.15879, 4.93910], [1.45331, 2.53473, 4.04040], [0.50793, 2.11967, 5.49821], [-0.90397, 3.47665, 1.62391], [-0.48407, 4.32135, 3.12372], [-2.75431, 4.86405, 2.93526], [-2.88939, 3.37478, 3.72482], [-3.08595, 3.39084, 2.06626], [6.41445, 3.62829, -1.14459], [5.11805, 3.38916, -0.98800], [4.55421, 2.23317, -1.49748], [5.31492, 1.36088, -2.15498], [3.20207, 1.99184, -1.33070], [2.71420, 0.87554, -1.86627], [2.37052, 2.86492, -0.63399], [0.64544, 2.63517, -0.39620], [2.97523, 4.01991, -0.14086], [2.25419, 4.88872, 0.58474], [4.31824, 4.29405, -0.31163], [4.85394, 5.40177, 0.20129]]
}

=====

no.,electronic energy (eV)
1,-72382.3770
2,-159253.2239